Record 1
The following is a DFT calculation (wB97M-V/def2-TZVPD) of a 10-piece molecular cluster, C4H28NO10S overall at a distorted geometry.

The geometry in ORCA input format:
```
! RIJCOSX wB97M-V def2-TZVPD def2/J DEFGRID3
* xyz 2 2
H 0.069 1.363 0.401
H 3.659 1.989 2.048
H -0.149 3.644 -2.172
O 0.124 4.468 -1.879
C -0.973 -0.487 1.541
O -1.151 -3.897 1.041
O -2.682 1.352 0.334
C -0.710 -0.114 -1.067
H -1.463 1.843 -1.330
H 1.010 -2.006 2.793
O 1.075 -2.486 1.885
N 1.310 -0.227 0.381
H -0.235 -0.971 -1.578
H 0.189 -4.130 -1.648
C -0.133 0.164 0.318
H 1.780 -0.652 -0.545
H 0.077 1.814 -1.954
H -2.546 1.732 1.138
O 3.450 -0.455 -1.644
H -0.791 -4.674 0.669
H -1.405 -3.312 0.258
H 0.252 4.189 -0.970
H 2.025 0.550 0.777
O -0.129 -3.250 -1.783
H 4.198 -0.010 -1.202
H 1.256 3.498 2.634
H -3.239 -0.525 1.262
H 3.710 -0.878 -2.521
S -1.418 1.021 -3.603
H 0.047 -3.038 -2.696
H 1.512 -0.932 1.088
C -0.785 1.157 -1.900
O -0.569 -0.371 2.646
H 3.266 0.801 2.785
H 0.515 -3.288 2.167
H -4.623 -1.010 0.413
O 3.399 1.068 1.858
O -4.116 -0.245 0.957
H 0.462 3.058 1.624
H -1.816 -0.650 -1.218
H -1.879 -0.921 1.150
H -0.416 0.603 -4.397
H -3.524 1.383 0.005
O 1.366 2.831 1.937
*
```

The LUMO energy (alpha / beta) comes out at -0.236 / -0.437 Ha. As for the expectation value of S²: 0.75. The calculation puts the gap between HOMO and LUMO (alpha / beta) at 10.022 / 4.529 eV.

Population analysis type natural (NBO), resulting atomic charges in e: number 1, H, carries 0.2394; number 2, H, carries 0.5040; number 3, H, carries 0.4190; number 4, O, carries -0.8623; number 5, C, carries 0.4951; number 6, O, carries -0.9462; number 7, O, carries -0.9669; number 8, C, carries -0.4653; number 9, H, carries 0.3219; number 10, H, carries 0.4859; number 11, O, carries -0.9966; number 12, N, carries -0.7965; number 13, H, carries 0.2639; number 14, H, carries 0.4966; number 15, C, carries -0.1479; number 16, H, carries 0.4886; number 17, H, carries 0.2587; number 18, H, carries 0.4870; number 19, O, carries -1.0028; number 20, H, carries 0.4789; number 21, H, carries 0.4763; number 22, H, carries 0.4523; number 23, H, carries 0.4995; number 24, O, carries -0.9687; number 25, H, carries 0.5130; number 26, H, carries 0.4923; number 27, H, carries 0.4539; number 28, H, carries 0.5134; number 29, S, carries 0.7541; number 30, H, carries 0.4782; number 31, H, carries 0.4752; number 32, C, carries -0.6232; number 33, O, carries -0.4564; number 34, H, carries 0.4929; number 35, H, carries 0.5312; number 36, H, carries 0.5007; number 37, O, carries -0.9496; number 38, O, carries -0.9536; number 39, H, carries 0.4547; number 40, H, carries 0.2632; number 41, H, carries 0.1113; number 42, H, carries 0.1614; number 43, H, carries 0.5147; number 44, O, carries -0.9414

---

Record 2
The following is a DFT calculation (wB97M-V/def2-TZVPD) of a 10-piece molecular cluster, C4H28NO11 overall at a distorted geometry.

The geometry in ORCA input format:
```
! RIJCOSX wB97M-V def2-TZVPD def2/J DEFGRID3
* xyz 1 1
H 0.024 4.116 1.797
O -0.692 4.387 2.417
O -0.607 -0.124 1.917
O -2.880 -0.263 -0.648
H -1.999 -1.879 0.216
H 0.667 -2.192 -1.058
N -0.195 -2.384 -1.580
H -1.464 -4.840 -2.636
O 0.867 -0.450 -0.260
H -1.367 0.521 1.895
H 0.887 0.167 -3.282
H 1.583 -3.204 1.640
H -0.709 -3.134 -1.097
O 1.226 -3.315 0.752
H 3.241 -0.341 3.776
C 0.791 0.721 -2.344
C -0.026 0.097 -1.230
H -1.442 -0.935 -2.590
H 1.461 -4.244 0.612
H -2.481 2.317 0.937
H 1.781 0.973 -1.972
H -2.892 1.800 -2.691
O 2.565 -0.800 4.279
H -2.852 -4.500 -1.952
H 2.286 -0.091 0.792
H 1.667 2.855 0.980
C -2.057 -1.135 -0.600
O 3.009 0.497 1.076
H -1.492 2.848 1.973
H 0.405 1.665 -2.727
H 2.344 4.214 1.382
O -2.109 2.103 1.774
H 2.607 -1.715 3.984
H -2.063 2.731 -3.509
H -0.027 -2.830 -2.484
O -2.019 1.860 -3.089
H -0.623 0.912 -0.833
C -0.913 -1.090 -1.652
H 3.767 0.500 0.506
H 0.531 -0.169 0.627
O -1.916 -4.321 -1.963
H -0.034 0.276 2.597
H -0.442 4.573 3.320
O 1.591 3.821 0.947
*
```

The LUMO energy comes out at -0.110 Ha. The calculation puts the gap between HOMO and LUMO at 10.502 eV. The relative energy (zero: lowest compared OMol25 entry of this formula, charge and spin) is 2.9956 eV.

Population analysis type natural (NBO), resulting atomic charges in e: number 1, H, carries 0.5088; number 2, O, carries -0.9974; number 3, O, carries -0.9995; number 4, O, carries -0.4928; number 5, H, carries 0.1460; number 6, H, carries 0.4849; number 7, N, carries -0.7048; number 8, H, carries 0.4948; number 9, O, carries -0.8009; number 10, H, carries 0.5243; number 11, H, carries 0.2107; number 12, H, carries 0.4884; number 13, H, carries 0.4705; number 14, O, carries -0.9592; number 15, H, carries 0.4801; number 16, C, carries -0.6505; number 17, C, carries 0.0812; number 18, H, carries 0.2618; number 19, H, carries 0.4782; number 20, H, carries 0.4779; number 21, H, carries 0.2345; number 22, H, carries 0.4802; number 23, O, carries -0.9392; number 24, H, carries 0.5111; number 25, H, carries 0.4921; number 26, H, carries 0.4933; number 27, C, carries 0.4362; number 28, O, carries -0.9890; number 29, H, carries 0.5070; number 30, H, carries 0.2521; number 31, H, carries 0.4941; number 32, O, carries -0.9796; number 33, H, carries 0.4604; number 34, H, carries 0.4811; number 35, H, carries 0.4306; number 36, O, carries -0.9569; number 37, H, carries 0.2290; number 38, C, carries -0.1861; number 39, H, carries 0.4857; number 40, H, carries 0.5203; number 41, O, carries -0.9867; number 42, H, carries 0.4919; number 43, H, carries 0.4949; number 44, O, carries -0.9596

---

Record 3
The following is a DFT calculation (wB97M-V/def2-TZVPD) of a 9-piece molecular cluster, C4H29N3O8 overall at a distorted geometry.

The geometry in ORCA input format:
```
! RIJCOSX wB97M-V def2-TZVPD def2/J DEFGRID3
* xyz 1 2
H 0.827 -1.266 2.840
O -0.278 -3.551 2.712
H 1.809 -1.236 0.368
H -1.689 2.161 -2.936
H 0.202 -2.648 -1.866
O 1.494 2.268 -2.509
H -2.302 -1.588 0.232
H -2.301 0.774 0.694
H -1.745 3.838 -0.017
H 1.941 3.109 -2.217
H 0.624 -3.517 2.336
N 2.028 -0.640 -1.907
H 0.213 0.804 -1.128
H -1.113 -0.245 -3.082
N -0.230 0.175 0.825
H -1.712 0.342 2.276
H 0.197 1.396 2.463
O 1.378 -1.443 3.456
C 0.083 -0.229 -0.516
H 1.833 -0.762 3.893
O -2.026 3.060 0.460
C 1.220 -1.299 -0.651
H 1.281 3.542 0.169
H -2.911 2.890 -0.030
H -0.024 3.175 -0.507
H 2.148 1.524 -2.242
H 0.475 -0.048 1.526
H 0.355 -3.057 -0.116
H 0.350 1.945 3.894
H 1.679 -3.260 -0.993
H 2.748 -1.378 -2.017
C -1.618 0.022 1.247
N -2.146 -1.392 1.147
H -0.316 1.703 -2.643
O -1.042 -1.254 -3.109
H 1.509 -0.493 -2.726
O 0.727 3.838 -0.549
H -1.242 -1.725 -2.304
O 0.608 1.236 3.348
O -1.228 1.454 -2.616
C 0.783 -2.701 -0.983
H -1.526 -2.086 1.457
H -0.846 -0.625 -0.982
H -0.215 -2.815 3.302
*
```

The LUMO energy (alpha / beta) comes out at -0.107 / -0.287 Ha. As for the expectation value of S²: 0.76. The calculation puts the gap between HOMO and LUMO (alpha / beta) at 10.515 / 5.611 eV. The relative energy (zero: lowest compared OMol25 entry of this formula, charge and spin) is 2.5114 eV.

Population analysis type natural (NBO), resulting atomic charges in e: number 1, H, carries 0.4288; number 2, O, carries -0.9317; number 3, H, carries 0.1999; number 4, H, carries 0.4883; number 5, H, carries 0.2376; number 6, O, carries -1.0061; number 7, H, carries 0.3540; number 8, H, carries 0.2653; number 9, H, carries 0.4870; number 10, H, carries 0.5142; number 11, H, carries 0.4706; number 12, N, carries -0.8763; number 13, H, carries 0.3246; number 14, H, carries 0.5119; number 15, N, carries -0.2545; number 16, H, carries 0.2358; number 17, H, carries 0.4564; number 18, O, carries -0.9291; number 19, C, carries -0.3256; number 20, H, carries 0.5105; number 21, O, carries -0.9625; number 22, C, carries -0.0247; number 23, H, carries 0.4694; number 24, H, carries 0.4854; number 25, H, carries 0.4676; number 26, H, carries 0.5081; number 27, H, carries 0.4026; number 28, H, carries 0.2123; number 29, H, carries 0.4976; number 30, H, carries 0.2429; number 31, H, carries 0.3773; number 32, C, carries -0.1468; number 33, N, carries -0.6619; number 34, H, carries 0.5061; number 35, O, carries -0.9720; number 36, H, carries 0.3833; number 37, O, carries -0.9363; number 38, H, carries 0.4511; number 39, O, carries -0.9473; number 40, O, carries -0.9683; number 41, C, carries -0.6460; number 42, H, carries 0.3893; number 43, H, carries 0.2385; number 44, H, carries 0.4726

---

Record 4
The following is a DFT calculation (wB97M-V/def2-TZVPD) of one molecule with the formula C4H2Br2N2O2 at a distorted geometry.

The geometry in ORCA input format:
```
! RIJCOSX wB97M-V def2-TZVPD def2/J DEFGRID3
* xyz 0 1
C -1.702 -0.488 2.149
H -0.305 1.252 -0.183
O -1.817 -2.763 2.489
N -1.283 0.626 1.386
Br -3.149 -0.261 3.342
Br 0.411 -3.567 0.263
C -1.321 -1.892 1.827
C -0.302 -1.958 0.728
C -0.097 -0.903 -0.037
H 0.349 -1.117 -1.086
N -0.573 0.377 0.281
O -1.593 1.821 1.596
*
```

The LUMO energy (alpha / beta) comes out at -0.015 / -0.015 Ha. The calculation puts the gap between HOMO and LUMO (alpha / beta) at 8.714 / 8.713 eV. The relative energy (zero: lowest compared OMol25 entry of this formula, charge and spin) is 0.2576 eV.

Population analysis type natural (NBO), resulting atomic charges in e: number 1, C, carries -0.0961; number 2, H, carries 0.4412; number 3, O, carries -0.5334; number 4, N, carries 0.2859; number 5, Br, carries 0.1570; number 6, Br, carries 0.1493; number 7, C, carries 0.4377; number 8, C, carries -0.2626; number 9, C, carries -0.0148; number 10, H, carries 0.2596; number 11, N, carries -0.3710; number 12, O, carries -0.4530

---

Record 5
The following is a DFT calculation (wB97M-V/def2-TZVPD) of an isolated ion of composition C4H2BrF2O2 and charge -1 at a distorted geometry.

The geometry in ORCA input format:
```
! RIJCOSX wB97M-V def2-TZVPD def2/J DEFGRID3
* xyz -1 1
C 0.196 0.097 -0.044
O 0.792 -0.403 -1.277
C 1.615 -0.370 -0.225
F -1.222 -0.445 1.914
Br 3.260 1.006 -0.844
H -1.362 1.771 0.579
H -1.507 0.903 -1.054
O 2.152 -1.270 0.424
F -1.759 -1.543 0.066
C -1.144 0.801 -0.081
C -1.020 -0.546 0.541
*
```

The LUMO energy comes out at 0.137 Ha. The calculation puts the gap between HOMO and LUMO at 8.398 eV. The relative energy (zero: lowest compared OMol25 entry of this formula, charge and spin) is 1.3781 eV.

Population analysis type natural (NBO), resulting atomic charges in e: number 1, C, carries 0.0303; number 2, O, carries -0.4939; number 3, C, carries 0.7107; number 4, F, carries -0.3537; number 5, Br, carries -0.4804; number 6, H, carries 0.2152; number 7, H, carries 0.2233; number 8, O, carries -0.6823; number 9, F, carries -0.3188; number 10, C, carries -0.4868; number 11, C, carries 0.6364

---

Record 6
The following is a DFT calculation (wB97M-V/def2-TZVPD) of one molecule with the formula C4H2ClFS2 at a distorted geometry.

The geometry in ORCA input format:
```
! RIJCOSX wB97M-V def2-TZVPD def2/J DEFGRID3
* xyz 0 1
C 1.271 1.509 -0.576
F -0.366 0.464 1.518
S 1.704 -0.926 -1.521
H -0.678 -1.937 -0.637
Cl -2.065 -1.878 1.389
C -0.892 -1.393 0.251
C -0.228 -0.265 0.410
H 2.340 1.654 -0.713
S 0.217 2.705 -0.539
C 0.850 0.075 -0.581
*
```

The LUMO energy comes out at -0.073 Ha. The calculation puts the gap between HOMO and LUMO at 7.234 eV. The relative energy (zero: lowest compared OMol25 entry of this formula, charge and spin) is 0.3335 eV.

Population analysis type natural (NBO), resulting atomic charges in e: number 1, C, carries -0.3516; number 2, F, carries -0.3000; number 3, S, carries 0.1270; number 4, H, carries 0.2420; number 5, Cl, carries 0.0546; number 6, C, carries -0.2309; number 7, C, carries 0.2951; number 8, H, carries 0.2209; number 9, S, carries 0.1660; number 10, C, carries -0.2231